1.
56
Properties=species:S:1:pos:R:3 method="wB97M-V/def2-TZVPD" homo_lumo_gap_ev=8.29 total_charge=+1 lumo_energy_ev=-2.78 relative_energy_kj_mol=279.26 homo_energy_ev=-11.067
C 1.2448 -3.6729 -1.5202
C -0.2616 -3.8699 -1.4092
C -1.0803 -2.9937 -2.3760
C -1.3021 -1.5313 -1.9856
C -2.4804 -1.0098 -2.4416
N -2.7797 0.4073 -2.2415
N -0.4666 -0.8686 -1.1193
H 1.7435 -4.3221 -0.7849
H 1.6209 -2.6529 -1.4689
H 1.4951 -4.0409 -2.5266
H -0.5917 -4.8754 -1.6629
H -0.5218 -3.6624 -0.3732
H -2.0559 -3.4853 -2.5162
H -0.7459 -2.9962 -3.4145
H -2.9971 -1.6011 -3.1846
H -1.8915 0.8826 -2.5474
H -3.5190 0.7577 -2.8467
H -3.0219 0.7243 -1.2788
H -0.7915 -0.1586 -0.4470
H 0.3179 -1.3476 -0.6961
H 1.5995 2.6775 0.6682
H 1.7272 1.1900 0.4266
O 2.1281 1.9015 0.9412
H -3.8640 3.1993 -0.7425
H -3.9699 1.9478 0.3154
O -4.2131 2.3256 -0.5310
H 3.8493 -0.2703 3.5457
H 2.9740 -1.4270 3.7466
O 3.0956 -0.7024 3.1183
H -0.0052 3.6090 0.8436
H 0.4315 4.2303 -0.5717
O 0.0353 3.4756 -0.1145
H 0.3293 1.2439 -2.6202
H -0.5908 2.2008 -2.0451
O -0.4052 1.8097 -2.9092
H 3.3713 -0.9451 -0.1366
H 3.7456 -2.1086 -1.2099
O 3.7393 -1.1745 -0.9906
H 1.1893 3.7530 3.7453
H 1.4378 2.7294 2.4822
O 0.8281 3.2887 2.9876
H 2.1830 -0.9003 1.7401
H 1.0904 -1.7756 1.6749
O 1.7177 -1.4188 1.0257
H -1.1011 2.0617 -0.0173
H -1.8335 1.2457 1.0055
O -1.6469 1.2526 0.0457
H -2.9881 0.1439 2.2362
H -4.3846 -0.3657 2.2809
O -3.7731 0.0709 1.6783
H -0.4506 2.0679 2.5929
H -1.4198 1.3729 3.6464
O -1.0511 1.3168 2.7529
H 5.3513 0.2332 1.5030
H 4.0975 1.2301 1.6467
O 4.8612 0.8272 2.0801

---

2.
85
Properties=species:S:1:pos:R:3 method="wB97M-V/def2-TZVPD" homo_lumo_gap_ev="8.25 / 2.68" spin_multiplicity=2 total_charge=+1 lumo_energy_ev="-2.47 / -8.04" relative_energy_kj_mol=66.56 homo_energy_ev="-10.717 / -10.717"
C -2.5529 -3.8644 -1.6054
C -1.2449 -4.4577 -1.0249
C -1.5282 -5.2346 0.2940
O -0.3033 -5.0591 1.0263
C -0.1959 -5.6670 2.3114
N -0.6838 -5.3892 -2.0274
H -2.2712 -3.3818 -2.5412
H -3.0640 -3.0700 -1.0614
H -3.2878 -4.6345 -1.8396
H -0.5185 -3.6527 -0.9140
H -1.6488 -6.2777 0.0014
H -2.4154 -4.8881 0.8240
H 0.7291 -5.2254 2.6822
H -0.1639 -6.7553 2.3644
H -1.0087 -5.2825 2.9275
H -0.4861 -4.7931 -2.8184
H 0.1604 -5.6583 -1.5426
C -6.4924 3.1060 -3.8300
C -5.1887 3.2627 -3.1373
C -5.0872 2.6675 -1.7192
O -3.7338 2.2717 -1.4512
C -2.9603 2.9649 -0.4714
N -4.1890 2.6157 -4.0318
H -6.7953 2.0849 -4.0619
H -6.4985 3.7970 -4.6730
H -7.2204 3.5477 -3.1496
H -4.9378 4.3213 -3.2037
H -5.6158 1.7371 -1.5122
H -5.2948 3.4401 -0.9788
H -3.4893 2.9408 0.4813
H -2.7593 3.9664 -0.8519
H -2.0404 2.3804 -0.4545
H -3.6499 2.1323 -3.3278
H -4.6327 1.8841 -4.5684
C 4.9073 -0.8036 -1.4207
C 5.9679 -1.6107 -0.6820
C 5.7555 -3.1557 -0.7854
O 4.5657 -3.5293 -0.1319
C 4.5123 -3.4746 1.3074
N 7.3423 -1.2206 -1.1662
H 5.1033 -0.8272 -2.4927
H 4.8605 0.2066 -1.0141
H 3.9365 -1.2548 -1.2161
H 5.9455 -1.2291 0.3388
H 6.7000 -3.5493 -0.4099
H 5.6723 -3.2622 -1.8670
H 4.5007 -2.4436 1.6611
H 5.3406 -4.0402 1.7342
H 3.6602 -4.0173 1.7166
H 8.0081 -1.7721 -0.6440
H 7.5153 -1.3861 -2.1474
C -1.4430 3.9003 2.4803
C -0.1691 4.1265 1.7057
C 0.3644 5.5747 1.5486
O -0.6825 6.4736 1.2053
C -0.3477 7.8409 1.3848
N 0.7794 3.2556 2.3182
H -1.7027 2.8427 2.4355
H -2.1372 4.5803 1.9866
H -1.3686 4.0706 3.5544
H -0.1338 3.7548 0.6816
H 1.1585 5.6788 0.8092
H 0.8112 5.8295 2.5096
H -1.3081 8.3544 1.3402
H 0.0786 8.3155 0.5010
H 0.2663 8.1685 2.2238
H 0.5606 3.1725 3.3007
H 0.6905 2.2962 2.0152
C 0.1407 -1.4432 2.7615
C 0.6682 -1.6842 1.3082
C 1.6318 -0.5733 0.8838
O 0.9065 0.6736 1.0103
C 0.0869 0.7758 -0.1685
N 1.3068 -2.9916 1.3767
H -0.5168 -2.2111 3.1692
H -0.3637 -0.4798 2.8356
H 1.0239 -1.5378 3.3932
H -0.1992 -1.8022 0.6587
H 2.1583 -0.6831 -0.0642
H 2.4797 -0.4426 1.5561
H -0.0170 1.8474 -0.3391
H -0.9192 0.3612 -0.1052
H 0.5532 0.4103 -1.0834
H 0.6449 -3.7536 1.4136
H 1.7735 -3.1604 0.4971